[1]
Below is 9 unconnected molecules or ions with the total composition C5H26NO10, with properties calculated with wB97M-V/def2-TZVPD.

XYZ file:
```
42
Properties=species:S:1:pos:R:3:forces:R:3
O -2.226 0.508 -1.450 -0.3 -0.9 0.9
C -1.183 0.032 -1.091 -0.9 2.2 -0.9
C -0.914 -0.489 0.362 1.2 0.3 -0.2
C -2.153 -1.285 0.834 1.1 -1.1 -0.4
C -1.767 -2.751 0.717 -0.9 -2.1 -0.4
N -0.580 0.622 1.232 -0.5 0.8 -1.2
C 0.482 1.714 0.899 -0.7 -0.4 -0.4
O 0.144 2.254 -0.293 -0.7 -0.9 1.5
H -0.395 0.225 -1.812 1.1 -1.0 0.2
H 0.068 -1.061 0.311 -1.4 0.0 -0.1
H -2.372 -1.045 1.861 0.0 0.1 0.5
H -3.099 -1.241 0.280 0.6 1.1 -0.3
H -1.598 -3.192 -0.323 0.0 1.2 1.1
H -0.934 -3.085 1.347 0.0 0.3 -0.1
H -2.659 -3.309 1.060 0.4 0.0 0.0
H -1.404 1.093 1.572 -0.9 0.5 0.2
H 0.445 2.417 1.726 -0.1 0.0 0.2
H 1.388 1.146 0.896 1.1 -0.2 -0.2
H 3.100 -1.883 -1.525 0.0 -0.7 -0.3
H 3.134 -1.459 -2.858 0.3 0.0 -0.8
O 3.062 -2.308 -2.414 -0.4 0.7 0.8
H 2.076 2.202 -1.906 -0.5 0.0 -0.3
H 0.695 1.552 -1.337 2.1 0.9 -1.7
O 1.472 1.473 -2.129 -1.0 0.0 0.8
H -3.270 1.843 0.529 -0.4 -0.5 -1.1
H -2.361 3.162 0.559 -2.1 -1.4 0.7
O -2.959 2.513 1.113 1.9 1.5 0.8
H 0.992 -2.002 -2.973 1.5 0.1 -0.9
H -0.529 -1.839 -3.548 0.5 0.3 -0.9
O 0.067 -2.084 -2.854 -1.9 -0.6 2.0
H 0.364 0.103 2.573 -0.5 -1.4 1.5
H 0.497 -0.908 3.973 -1.0 -0.9 -0.4
O 0.744 -0.163 3.452 1.2 2.4 -0.6
H 2.308 -0.784 2.835 -0.3 0.1 -0.1
H 2.804 -1.574 1.577 -0.1 0.1 -0.2
O 2.849 -1.520 2.530 0.7 -0.4 0.1
H -2.356 3.394 -1.569 -0.5 -0.5 -0.7
H -1.105 3.180 -0.601 -1.4 1.6 -1.2
O -1.887 3.831 -0.875 2.4 -0.7 1.4
H 3.371 0.137 -0.151 0.1 0.8 1.7
H 2.490 0.565 -1.478 -0.3 0.2 0.4
O 3.197 0.017 -1.053 0.6 -1.4 -1.5
```
Positions in Å, forces in eV/Å.

Energy relative to the best compared isomer or geometry (same formula, charge and spin), eV: 2.9971
Gap between HOMO and LUMO (alpha / beta), eV: 10.915 / 6.355
Spin multiplicity: 2
DFT total energy, Ha: -1013.09137
⟨S²⟩: 0.758
Charge: 0
LUMO level (alpha / beta), eV: -0.109 / -4.505

=====

[2]
Below is a single C4H6O2 molecule, with properties calculated with wB97M-V/def2-TZVPD.

XYZ file:
```
12
Properties=species:S:1:pos:R:3:forces:R:3
O -1.054 -2.249 -0.284 0.3 0.3 -0.6
C -0.424 -1.536 -1.009 -0.1 -0.6 0.0
O -0.707 -0.220 -1.261 0.2 -0.1 0.0
C -0.638 0.386 0.013 0.0 0.0 0.4
C 0.325 1.488 0.260 0.0 0.3 0.0
C 0.631 0.103 0.765 0.1 0.0 0.3
H 0.524 -1.807 -1.489 -0.2 -0.4 -0.3
H -1.579 0.354 0.552 0.2 0.1 0.0
H 0.922 1.838 -0.577 -0.1 0.0 0.1
H 0.029 2.234 0.986 0.0 0.1 -0.2
H 1.440 -0.407 0.243 -0.3 0.1 0.1
H 0.530 -0.185 1.802 0.1 0.3 0.1
```
Positions in Å, forces in eV/Å.

Energy relative to the best compared isomer or geometry (same formula, charge and spin), eV: 1.9582
Gap between HOMO and LUMO, eV: 11.662
DFT total energy, Ha: -306.43433
Structure (SMILES): O=COC1CC1
Charge: 0
LUMO level, eV: 1.079

=====

[3]
Below is 6 unconnected molecules or ions with the total composition C14H40O10, with properties calculated with wB97M-V/def2-TZVPD.

XYZ file:
```
64
Properties=species:S:1:pos:R:3:forces:R:3
C -2.932 1.288 3.498 0.4 -0.5 0.1
C -2.063 2.512 3.285 -0.2 0.0 0.1
C -0.851 2.523 4.210 0.0 0.4 -0.2
O -1.661 2.515 1.896 0.0 -0.1 0.3
H -2.322 0.378 3.429 0.0 0.1 -0.2
H -3.748 1.212 2.781 0.0 0.2 0.0
H -3.336 1.276 4.511 -0.1 0.2 0.0
H -2.695 3.392 3.462 0.2 0.1 -0.1
H -0.340 1.562 4.214 -0.1 -0.1 0.0
H -1.145 2.807 5.222 0.0 -0.2 0.0
H -0.133 3.280 3.878 0.0 0.0 0.0
H -1.183 3.328 1.703 0.0 0.0 0.0
C 2.154 -5.827 1.075 0.4 0.2 -0.7
C 1.219 -4.749 1.565 -0.9 -0.2 1.1
C -0.059 -4.677 0.743 0.3 0.3 0.1
O 0.786 -5.054 2.929 0.2 0.1 -0.5
H 3.157 -5.716 1.494 -0.1 -0.2 0.2
H 2.288 -5.761 -0.010 0.0 0.1 0.1
H 1.739 -6.814 1.274 0.0 0.0 0.2
H 1.670 -3.751 1.609 0.3 -0.2 -0.3
H -0.591 -3.750 0.955 0.0 0.0 0.0
H -0.726 -5.498 0.999 0.1 -0.2 -0.2
H 0.226 -4.696 -0.309 -0.3 0.0 -0.1
H 1.566 -5.248 3.459 0.0 0.1 0.0
O 0.427 0.429 1.481 0.0 -0.2 0.1
C 0.036 -0.648 0.638 0.2 0.6 -0.8
C -1.454 -0.911 0.684 0.2 -1.2 1.0
O -2.195 0.214 0.305 -0.4 0.5 -0.2
H -0.212 1.152 1.406 0.0 0.0 -0.1
H 0.271 -0.425 -0.418 0.1 0.1 0.2
H 0.676 -1.491 0.899 -0.4 -0.2 0.2
H -1.748 -1.273 1.683 0.1 0.3 0.1
H -1.716 -1.760 0.050 0.1 0.3 -0.4
H -2.202 0.885 1.009 0.2 -0.2 -0.2
O 2.332 1.799 -3.807 -0.8 -0.7 -0.5
C 1.798 0.580 -4.335 0.1 1.3 -0.3
C 2.845 -0.135 -5.135 0.7 -0.7 0.5
O 3.875 -0.567 -4.202 -0.1 0.2 -0.3
H 3.048 1.603 -3.179 0.0 0.1 0.0
H 1.353 -0.051 -3.561 0.1 -0.1 0.0
H 1.021 0.900 -5.035 -0.2 -0.2 0.2
H 3.286 0.548 -5.862 -0.1 0.1 0.0
H 2.481 -1.033 -5.646 -0.2 0.2 0.0
H 4.719 -0.560 -4.660 0.0 -0.1 0.0
O 4.288 1.844 -2.150 0.6 0.1 0.4
C 4.252 1.336 -0.806 0.5 0.8 0.0
C 3.213 0.283 -0.694 -0.8 -0.4 0.4
O 3.588 -0.915 -1.310 0.3 -0.7 -0.1
H 5.113 1.586 -2.564 0.1 0.0 -0.1
H 5.236 0.942 -0.538 -0.1 -0.1 0.0
H 4.055 2.177 -0.135 -0.2 0.0 -0.1
H 2.253 0.614 -1.106 0.1 0.4 0.0
H 3.026 0.061 0.359 0.1 0.0 0.0
H 3.676 -0.793 -2.266 -0.1 0.1 -0.1
O -4.876 4.292 -1.983 0.1 0.1 0.0
C -5.565 3.498 -1.039 -0.5 -0.2 0.1
C -4.619 2.606 -0.305 -0.1 -0.6 0.0
O -4.160 1.639 -1.240 0.3 0.1 0.1
H -4.221 3.697 -2.374 -0.1 0.1 -0.1
H -6.084 4.114 -0.301 0.1 0.4 -0.3
H -6.321 2.881 -1.538 0.0 0.0 0.0
H -5.144 2.092 0.511 0.1 0.2 0.1
H -3.811 3.238 0.084 0.1 -0.2 0.1
H -3.559 1.024 -0.791 0.1 0.1 -0.1
```
Positions in Å, forces in eV/Å.

Energy relative to the best compared isomer or geometry (same formula, charge and spin), eV: 0.0000
Gap between HOMO and LUMO, eV: 10.339
DFT total energy, Ha: -1309.74345
Structure (SMILES): CC(C)O.CC(C)O.OCCO.OCCO.OCCO.OCCO
Charge: 0
LUMO level, eV: 0.443

=====

[4]
Below is a single C3H5NO2 molecule, with properties calculated with wB97M-V/def2-TZVPD.

XYZ file:
```
11
Properties=species:S:1:pos:R:3:forces:R:3
N 0.730 -0.232 -1.432 0.2 0.1 0.0
C 0.474 0.811 -0.591 -0.1 0.1 -0.1
O 0.512 1.979 -0.928 0.0 -0.3 0.0
C -0.002 0.444 0.791 0.0 0.3 -0.1
C -1.010 -0.610 0.944 -0.3 -0.1 0.0
O 0.338 -0.824 1.333 0.1 -0.1 -0.1
H 0.947 -1.146 -1.066 -0.1 0.1 0.1
H 1.068 0.006 -2.352 0.0 0.0 0.1
H 0.018 1.285 1.484 0.0 -0.2 -0.1
H -1.743 -0.526 1.742 0.2 0.0 0.0
H -1.331 -1.187 0.075 0.1 0.2 0.1
```
Positions in Å, forces in eV/Å.

Energy relative to the best compared isomer or geometry (same formula, charge and spin), eV: 1.3305
Gap between HOMO and LUMO, eV: 11.002
DFT total energy, Ha: -322.52544
Structure (SMILES): NC(=O)[C@H]1CO1
Charge: 0
LUMO level, eV: 0.918

=====

[5]
Below is a single C3H3FN2O2 molecule, with properties calculated with wB97M-V/def2-TZVPD.

XYZ file:
```
11
Properties=species:S:1:pos:R:3:forces:R:3
O -2.194 -0.262 -0.635 -0.1 -2.9 3.4
C -1.143 0.424 0.115 -2.2 -0.4 4.8
C 0.193 -0.081 0.064 5.7 -3.1 -1.4
N 0.758 -1.389 0.054 -4.8 -2.7 1.1
N 1.956 -1.531 -0.175 -1.1 0.1 -0.2
O 2.385 -0.266 -0.391 3.0 2.7 0.2
C 1.387 0.524 -0.141 -2.2 2.5 -0.7
F 1.529 1.838 -0.218 0.9 -0.4 -0.2
H -2.555 -1.210 -0.030 2.0 4.6 -2.7
H -1.323 0.454 1.384 -0.4 -0.3 -3.3
H -0.993 1.500 -0.026 -1.0 -0.1 -0.9
```
Positions in Å, forces in eV/Å.

Energy relative to the best compared isomer or geometry (same formula, charge and spin), eV: 5.5001
Gap between HOMO and LUMO, eV: 10.337
DFT total energy, Ha: -475.80704
Structure (SMILES): OCc1nnoc1F
Charge: 0
LUMO level, eV: 0.298

=====

[6]
Below is a molecular structure, C26H33O4P2PdS, with properties calculated with wB97M-V/def2-TZVPD.

XYZ file:
```
67
Properties=species:S:1:pos:R:3:forces:R:3
Pd -0.943 -0.044 0.351 1.3 -2.2 1.1
O -0.674 4.090 1.091 -0.3 2.1 0.6
S -0.394 2.715 1.294 -3.3 -4.4 -2.3
O -1.019 1.942 0.029 1.4 4.1 2.3
O -0.831 2.040 2.531 1.0 1.4 -1.2
C 1.346 2.596 1.097 1.1 0.5 0.6
C 2.067 3.676 1.660 -0.2 -0.8 -0.7
C 3.454 3.626 1.615 -0.4 1.2 0.8
C 4.126 2.638 0.954 0.3 -1.3 -2.0
C 3.410 1.652 0.262 0.1 0.0 0.4
C 2.015 1.555 0.443 0.7 0.5 -0.2
P 1.214 0.028 -0.067 -0.9 -0.6 0.0
C 1.177 -0.038 -1.858 -0.2 0.1 1.0
C 1.494 1.090 -2.593 0.3 0.4 0.0
C 1.465 1.026 -3.960 0.1 -0.1 -0.3
C 1.041 -0.121 -4.605 -0.5 -1.1 0.0
C 0.537 -1.227 -3.875 0.9 1.7 0.6
C 0.598 -1.164 -2.479 0.2 0.1 -1.3
C 2.472 -1.127 0.466 1.2 -0.1 0.4
C 2.765 -1.234 1.872 -0.8 -0.3 -1.1
C 3.837 -2.008 2.276 0.2 0.4 0.1
C 4.706 -2.591 1.351 0.5 -0.1 0.6
C 4.411 -2.515 0.006 -0.6 0.3 -0.7
C 3.322 -1.770 -0.458 -0.5 -0.2 0.6
H 1.535 4.558 2.022 0.2 -0.5 0.1
H 4.010 4.437 2.072 0.0 0.0 0.0
H 5.198 2.661 0.750 -0.2 0.2 0.5
H 3.940 0.931 -0.406 -0.5 0.6 0.8
H 1.796 2.043 -2.145 0.0 -0.6 0.2
H 1.857 1.885 -4.463 -0.1 0.3 -0.7
H 1.063 -0.225 -5.672 0.0 0.3 -0.4
H 0.135 -2.061 -4.414 -0.2 -0.4 0.0
H 0.159 -1.958 -1.913 0.0 -0.3 0.5
H 2.085 -0.768 2.602 0.4 -0.2 -0.5
H 4.042 -2.123 3.336 0.0 0.1 0.0
H 5.652 -3.034 1.713 -0.8 -0.1 -0.3
H 4.974 -3.051 -0.733 0.6 -0.1 -0.1
H 3.097 -1.686 -1.532 0.2 -0.1 0.6
C -1.022 -2.111 3.719 -0.3 -1.2 0.9
C -1.604 -2.208 2.304 0.7 -0.3 -0.1
C -1.980 -3.656 1.884 -0.2 0.1 0.3
C -2.766 -1.229 2.252 -1.2 -0.2 -0.2
C -0.612 -1.787 1.307 0.8 0.5 -2.1
H -1.727 -2.579 4.440 0.2 0.2 -0.2
H -0.886 -1.079 4.061 0.2 -0.1 -0.4
H -0.085 -2.682 3.819 -0.1 0.3 -0.1
H -2.679 -4.076 2.634 0.1 -0.2 -0.5
H -1.065 -4.292 1.819 -0.6 0.5 0.2
H -2.420 -3.624 0.857 0.1 -0.1 0.9
H -3.577 -1.624 2.875 -0.3 0.0 -0.1
H -3.115 -1.073 1.206 0.0 -0.3 0.8
H -2.533 -0.245 2.677 0.3 -0.2 -0.2
H 0.080 -2.498 0.795 -0.4 0.0 1.0
C -4.562 1.941 -0.292 -0.7 0.5 -0.7
P -3.693 0.979 -1.563 2.7 -1.7 1.3
C -4.828 0.208 -2.704 -1.0 0.5 -0.1
C -2.624 2.029 -2.595 -0.9 0.9 0.0
O -2.869 -0.105 -0.849 -1.9 1.1 -1.5
H -4.767 1.252 0.539 0.2 0.3 -0.2
H -5.532 2.316 -0.696 0.6 -0.1 0.4
H -3.925 2.787 0.025 -0.3 -0.5 0.0
H -5.608 0.918 -3.040 0.2 -0.4 0.1
H -5.266 -0.644 -2.192 -0.2 0.0 -0.1
H -4.278 -0.136 -3.572 0.2 -0.1 -0.1
H -3.209 2.693 -3.282 0.4 -0.6 0.4
H -1.910 1.425 -3.160 -0.2 -0.1 0.1
H -2.077 2.655 -1.889 0.2 0.0 -0.1
```
Positions in Å, forces in eV/Å.

Energy relative to the best compared isomer or geometry (same formula, charge and spin), eV: 1.0793
Gap between HOMO and LUMO (alpha / beta), eV: 3.437 / 6.552
Spin multiplicity: 3
DFT total energy, Ha: -2520.23837
⟨S²⟩: 2.023
Charge: -1
LUMO level (alpha / beta), eV: 2.686 / 2.665

=====

[7]
Below is a molecular structure, C28H38F5GeIrO5Se4, with properties calculated with wB97M-V/def2-TZVPD.

XYZ file:
```
82
Properties=species:S:1:pos:R:3:forces:R:3
Ir 0.435 1.152 -0.189 -1.1 1.6 -0.2
C -6.228 1.168 -0.391 0.0 0.0 -0.3
O -5.954 1.030 0.983 0.3 0.0 0.3
C -4.682 1.265 1.410 0.1 0.0 0.3
C -4.466 1.023 2.784 -0.2 -0.1 0.1
C -3.218 1.176 3.316 0.1 0.0 -0.2
C -2.117 1.545 2.521 -0.2 0.1 -0.6
C -0.780 1.513 3.033 0.4 0.0 0.0
C -0.578 1.605 4.534 0.1 0.0 -0.1
O 0.231 1.404 2.319 0.1 -0.5 0.5
C -2.344 1.884 1.144 -0.2 -0.4 0.6
O -1.427 2.380 0.400 0.5 -0.7 -0.4
C -3.649 1.707 0.623 -0.2 0.1 -0.3
H -7.280 0.902 -0.512 0.1 0.1 0.0
H -5.609 0.492 -0.991 0.0 0.1 0.0
H -6.064 2.196 -0.728 0.0 0.0 0.0
H -5.297 0.693 3.384 -0.1 0.0 0.1
H -3.058 0.960 4.363 -0.1 0.0 0.1
H -1.251 2.341 4.973 0.0 -0.1 0.0
H 0.453 1.886 4.742 0.0 0.0 -0.1
H -0.769 0.635 4.994 0.0 0.0 0.0
H -3.773 1.953 -0.418 0.0 0.0 -0.2
O 3.733 1.561 3.501 0.1 0.3 0.5
C 3.427 1.445 2.119 0.0 -0.3 -0.7
C 3.904 2.681 1.346 0.3 -0.2 0.2
C 5.303 3.103 1.877 -0.6 0.4 0.2
O 6.205 2.039 1.987 0.3 -0.4 -0.1
C 4.049 2.354 -0.140 -0.8 0.0 0.0
Se 2.873 0.956 -0.912 -0.8 -1.1 0.0
C 2.985 3.871 1.594 -0.1 0.0 0.1
Se 1.077 3.711 0.991 0.8 0.0 0.2
H 3.122 0.993 3.979 0.0 0.0 0.0
H 2.348 1.330 1.981 0.2 -0.1 0.0
H 3.909 0.547 1.699 -0.1 0.2 0.1
H 5.174 3.595 2.850 0.0 0.0 -0.1
H 5.755 3.821 1.188 -0.1 0.0 0.0
H 5.825 1.416 2.617 0.0 0.0 0.1
H 5.059 1.980 -0.328 -0.2 -0.1 -0.1
H 3.884 3.247 -0.745 0.1 0.1 0.1
H 3.397 4.763 1.118 -0.2 0.0 0.0
H 2.921 4.047 2.671 -0.1 0.0 0.0
C 1.964 -4.598 -0.711 0.1 0.1 -0.2
C 1.743 -4.251 -2.176 -0.2 -0.1 0.0
C 0.503 -3.392 -2.420 0.2 0.0 -0.1
C 0.651 -1.928 -2.009 -0.3 0.4 0.3
Ge 0.023 -1.300 -0.176 0.1 0.1 -1.4
C -1.874 -1.972 0.073 0.2 0.7 -0.2
C -2.084 -3.439 0.421 0.2 0.1 0.2
C -1.595 -3.799 1.815 0.0 -0.2 -0.1
C -1.760 -5.285 2.105 0.0 0.2 0.1
H 2.846 -5.224 -0.595 0.1 -0.1 0.1
H 1.108 -5.137 -0.314 -0.2 -0.1 0.1
H 2.097 -3.694 -0.125 0.1 0.1 0.1
H 1.639 -5.178 -2.751 0.1 0.0 0.0
H 2.620 -3.724 -2.564 0.0 0.0 -0.1
H -0.346 -3.838 -1.902 -0.1 -0.2 -0.1
H 0.281 -3.427 -3.492 -0.1 -0.1 0.0
H 0.082 -1.318 -2.719 0.0 0.1 0.2
H 1.695 -1.615 -2.128 0.0 0.1 0.1
H 0.838 -2.196 0.796 0.1 0.4 0.3
H -2.394 -1.748 -0.862 0.0 0.1 -0.1
H -2.360 -1.364 0.840 0.0 0.2 0.0
H -1.573 -4.073 -0.304 0.0 -0.2 -0.1
H -3.154 -3.667 0.357 0.0 -0.1 -0.1
H -2.149 -3.216 2.555 0.0 0.1 0.0
H -0.543 -3.525 1.899 0.0 0.0 0.1
H -2.808 -5.571 2.030 -0.1 -0.1 0.0
H -1.409 -5.529 3.107 0.0 -0.1 0.1
H -1.193 -5.879 1.390 0.0 -0.1 -0.1
Se 1.003 5.194 -0.645 0.0 0.4 -0.5
F 0.708 1.003 -7.904 -0.1 0.0 0.3
C 0.317 1.162 -6.627 -0.1 0.0 0.2
C 1.245 1.486 -5.640 -0.1 -0.1 -0.3
F 2.540 1.622 -5.968 -0.2 0.0 0.0
C 0.821 1.681 -4.337 -0.3 0.1 0.3
F 1.716 2.049 -3.415 -0.2 0.0 -0.7
C -0.517 1.530 -3.957 0.5 -0.4 -0.7
Se -1.118 1.857 -2.195 1.0 -0.5 1.3
C -1.419 1.184 -4.969 0.3 0.2 0.6
F -2.713 1.029 -4.648 0.0 0.0 -0.3
C -1.024 1.014 -6.284 0.1 0.0 -0.2
F -1.926 0.709 -7.236 0.2 0.0 0.1
```
Positions in Å, forces in eV/Å.

Energy relative to the best compared isomer or geometry (same formula, charge and spin), eV: 2.4486
Gap between HOMO and LUMO (alpha / beta), eV: 6.372 / 5.151
Spin multiplicity: 2
DFT total energy, Ha: -13752.23077
⟨S²⟩: 0.764
Charge: -1
LUMO level (alpha / beta), eV: 1.857 / 0.643

=====

[8]
Below is 2 unconnected molecules or ions with the total composition C5H13NO, with properties calculated with wB97M-V/def2-TZVPD.

XYZ file:
```
20
Properties=species:S:1:pos:R:3:forces:R:3
C 0.713 2.596 -0.246 0.0 -0.2 0.2
C 0.710 1.672 -1.186 0.0 0.1 -0.6
C 1.708 0.570 -1.323 -0.2 -0.1 0.1
O 1.149 -0.677 -1.661 0.1 -0.2 -0.6
H -0.010 3.394 -0.274 0.0 0.2 0.2
H 1.427 2.530 0.564 0.0 0.2 0.2
H 0.000 1.766 -2.002 -0.1 -0.2 0.0
H 2.387 0.815 -2.140 0.1 0.1 0.0
H 2.307 0.488 -0.412 0.1 0.1 0.1
H 0.278 -0.837 -1.277 0.1 -0.1 0.5
C -0.739 -0.249 1.534 0.0 0.0 -0.1
C -1.214 -1.664 1.290 0.2 -0.4 -0.4
N -1.069 -2.002 -0.147 -0.2 0.3 0.3
H -1.275 0.446 0.887 0.0 0.1 0.0
H -0.884 0.066 2.561 -0.1 0.0 0.2
H 0.320 -0.149 1.306 0.1 0.0 -0.1
H -0.600 -2.384 1.834 0.0 0.1 0.1
H -2.247 -1.793 1.631 0.0 0.0 0.1
H -1.121 -3.004 -0.286 0.0 0.1 -0.1
H -1.840 -1.584 -0.655 -0.1 -0.1 -0.1
```
Positions in Å, forces in eV/Å.

Energy relative to the best compared isomer or geometry (same formula, charge and spin), eV: 1.6361
Gap between HOMO and LUMO, eV: 10.417
DFT total energy, Ha: -328.25872
Structure (SMILES): C=CCO.CCN
Charge: 0
LUMO level, eV: 1.013

=====

One value per record, in order, for M: 260.26 86.09 368.46 87.08 118.07 609.98 1130.26 103.16 g/mol.